Molecular formula: C3H8N2OS2
Method: DFT, wB97M-V/def2-TZVPD

frontier orbital gap = 9.27 eV
spin multiplicity = 1
charge = 0
LUMO energy = 0.4 eV
structure (SMILES) = NC(=O)[C@H](N)CSS
energy relative to the best compared isomer or geometry (same formula, charge and spin) = 39.93 kcal per mole

Each atom is followed by the atoms it is bonded to, with distances in Å.
Geometry (Å):
1 S 1.88 -2.44 2.02  H4 1.394, S11 2.015
2 C 0.42 -0.08 0.96  H3 1.040, C9 1.568, S11 1.775, H15 1.179
3 H -0.01 0.72 1.47  C2 1.040
4 H 2.07 -3.34 0.97  S1 1.394
5 N -1.90 -0.30 -0.43  C9 1.530, H10 0.984, H14 0.988
6 C -0.06 0.89 -1.24  N7 1.371, C9 1.563, O13 1.205
7 N 0.61 2.04 -0.90  C6 1.371, H8 1.044, H16 1.021
8 H 0.98 2.13 0.07  N7 1.044
9 C -0.37 -0.36 -0.36  C2 1.568, N5 1.530, C6 1.563, H12 1.031
10 H -2.36 -0.19 0.43  N5 0.984
11 S 0.10 -1.51 1.97  S1 2.015, C2 1.775
12 H -0.16 -1.25 -0.84  C9 1.031
13 O -0.60 0.90 -2.32  C6 1.205
14 H -2.40 -0.12 -1.26  N5 0.988
15 H 1.58 0.07 0.81  C2 1.179
16 H 0.23 2.87 -1.35  N7 1.021